{
  "formula": "C33H70NO19P",
  "method": "ωB97M-V with the def2-TZVPD basis set",
  "symbols": ["C", "H", "C", "H", "H", "H", "H", "H", "H", "C", "O", "H", "H", "O", "H", "H", "O", "C", "C", "C", "H", "C", "H", "H", "H", "H", "H", "H", "H", "O", "C", "C", "H", "H", "H", "H", "C", "H", "H", "O", "H", "P", "H", "H", "O", "H", "H", "O", "H", "H", "H", "C", "C", "H", "C", "C", "H", "C", "O", "H", "H", "O", "C", "H", "O", "N", "H", "H", "H", "H", "O", "H", "O", "C", "C", "C", "C", "C", "H", "C", "H", "O", "H", "O", "H", "H", "H", "H", "H", "H", "H", "C", "C", "H", "H", "C", "C", "H", "H", "H", "C", "H", "C", "C", "H", "O", "H", "H", "H", "O", "H", "H", "H", "H", "O", "O", "H", "C", "O", "C", "C", "H", "C", "H"],
  "coordinates": [[0.4719, -4.8469, -4.6453], [-2.7921, 0.3901, 1.0887], [-0.2531, -5.3689, -3.4033], [-1.1861, -1.2109, -4.5003], [2.2659, 1.3581, 1.6457], [-2.3741, 1.4401, -0.2563], [-2.3871, -0.5069, 3.3937], [-0.0821, -4.0199, 1.5617], [2.3889, -3.6179, -4.6993], [-3.3941, -2.6269, 1.6637], [1.2139, -3.1389, 4.3077], [-1.3311, 3.6831, 0.1977], [-1.2841, 3.4171, 7.0857], [0.4989, -5.4659, -5.8003], [-2.0811, 5.1971, -0.5123], [-0.8041, -6.1819, -3.4713], [5.2359, -3.3739, -0.4393], [-1.0371, 2.5811, 5.1677], [1.2889, -3.6549, -4.3183], [2.2819, -2.0259, 2.4067], [3.1519, 1.0841, -1.2973], [-0.2311, -3.0169, 2.2627], [0.5269, -5.5739, 1.1417], [-0.0921, -0.9229, -3.3683], [-1.2871, -1.9069, -2.9883], [0.6189, 2.8421, -1.5023], [-5.7111, 4.2821, 1.1537], [-1.2031, -4.9429, -0.6553], [-2.8441, 2.6331, 6.5157], [-4.0141, 3.3001, 0.1807], [2.0529, -4.4609, 0.7097], [-1.8081, 3.2371, 6.1647], [-2.7531, 0.9901, 2.0917], [-0.9371, -3.6469, 0.3907], [2.3789, -0.6329, -2.8863], [4.6459, 0.7531, -2.4633], [-4.0091, 2.2521, 0.9087], [0.5439, -5.8459, -2.6853], [0.7779, 1.6551, 0.6277], [-0.8701, 5.2191, -3.0093], [2.8179, -2.9079, 2.2837], [-0.3801, -0.7749, -0.4703], [3.0429, 5.6521, 2.8647], [-4.6081, 5.5541, -1.2123], [3.4829, -4.3289, 0.6917], [0.6489, 1.8321, 2.2947], [1.9139, -6.6919, 0.6527], [-3.4941, -4.0229, 1.7447], [-0.2631, 5.1451, 0.2327], [4.5569, 6.8311, 1.5737], [2.7969, -0.0999, -7.8733], [-1.0961, 4.6931, -0.4383], [0.8079, 3.7051, -1.9123], [2.7549, -1.2809, 3.0527], [1.0619, -2.7539, 3.0037], [2.8319, 5.3601, 1.9037], [1.2559, -3.2169, -3.3523], [2.4679, 0.0991, -5.6983], [-0.1261, 0.4501, -1.3693], [-3.8321, 6.1221, 0.3677], [-5.7331, 3.8801, -0.5523], [0.4299, -1.8069, -1.1543], [-5.1381, 4.1631, 0.2477], [-0.7341, 1.8871, 2.3277], [0.1119, 2.7271, 5.0467], [-1.1631, -1.0619, -3.5573], [2.8709, -2.1499, -1.2703], [-4.2341, -0.8299, 2.3647], [-4.1921, -2.1959, 3.4177], [-1.7111, -0.4439, -3.1433], [-4.9321, 1.8361, 1.5807], [-1.5191, -0.2779, 1.7167], [-1.7591, -1.1629, -0.7263], [-1.0381, 1.3371, 3.2377], [1.2019, 1.8621, 1.6237], [2.6679, 0.4091, -3.3583], [4.1469, -3.2029, 0.0027], [3.1709, 0.1351, -7.0313], [1.6679, 4.2281, -1.2923], [-2.7381, 1.4731, 0.8107], [1.6049, -4.2229, -0.3933], [-1.6791, 1.7051, 4.4117], [2.4979, -1.8349, 0.3127], [2.5769, 3.9061, 1.6267], [1.9079, -5.7969, 2.3697], [-0.1181, -2.3079, 1.5017], [1.9839, -1.4869, 1.5657], [4.9959, 5.1401, 2.0047], [3.9339, 1.9961, -2.7083], [-2.2711, 4.1111, 5.6687], [1.7149, -3.6169, 1.3567], [3.3179, -1.9939, -0.2633], [-2.6671, -4.9159, 1.1357], [-2.0561, 1.8941, 1.3847], [-5.3661, -2.2519, 1.9637], [3.6539, 1.0881, -2.4163], [-0.4651, 4.4851, -1.8893], [-3.5351, -2.2069, 0.5937], [-5.5521, 6.2521, 0.0497], [1.0999, 3.6271, -2.9273], [-1.7871, -4.3609, -0.0443], [4.0529, -1.2189, -0.4643], [-4.4891, -1.9129, 2.5167], [1.4509, 3.3681, 1.9707], [-2.2841, -2.3529, 1.9387], [3.2629, 0.2571, -4.6063], [-1.1751, -2.7969, 2.8947], [2.2989, 5.9991, 1.4207], [3.8829, -0.6089, -6.6663], [1.1849, -0.0639, -5.6293], [1.7759, 0.9421, -3.3523], [-2.2631, -3.6589, -0.6133], [4.1999, 5.6071, 0.3337], [-0.3191, 0.6041, 3.7567], [0.6119, 3.8861, 2.6747], [-0.1241, -0.6539, 0.9657], [3.6029, 1.0121, -7.2523], [1.5439, -5.7389, 1.2357], [-2.4331, -6.0199, 1.4997], [-4.7321, 5.6521, -0.2293], [-2.0441, 0.2641, 2.5517], [1.0709, -2.8009, -4.9723], [4.2579, 5.7731, 1.3667], [-0.7211, -4.2469, -3.0373]],
  "atomic_forces_ev_per_a": [[0.7350, -4.0467, -3.4138], [-1.2430, 1.7239, -3.6720], [3.5230, 5.7565, 1.2682], [-0.9153, -0.2935, -3.1262], [-2.3729, 0.4967, 0.3597], [-0.1325, 0.6406, 0.5620], [0.6917, 1.6746, -1.4145], [-0.9462, 2.3759, 3.3304], [-1.5245, -1.1723, 0.9141], [2.1528, 3.0266, -2.2879], [-0.8971, 1.7307, -6.6072], [0.7539, 2.0194, -2.1247], [0.4156, 0.5452, -0.0107], [-0.3392, 3.0320, 4.9871], [1.0807, 0.1590, 0.2066], [-3.6829, -3.1512, -1.1246], [0.7697, -0.3382, 0.4773], [-0.9021, -2.3999, -0.6936], [2.4920, 1.7981, -2.6852], [-2.4193, 0.5439, 2.6650], [1.5109, 0.0454, -2.9002], [1.5573, -2.5093, 0.7254], [-2.2567, -0.7799, 0.2445], [-2.1800, 0.7440, 0.7806], [-0.1874, -0.0936, 0.3645], [-0.7801, -5.3177, 2.2715], [0.3435, -0.9076, 0.5797], [0.7240, -2.5295, -1.0770], [2.8435, 1.1875, -1.1542], [-0.1295, 3.1964, -0.7491], [-0.0299, 3.0568, -2.9793], [-5.6894, -0.2981, 2.1982], [-0.2155, -3.0815, 6.2320], [-2.4503, -1.3807, -1.1679], [0.4840, 1.7885, -1.0186], [1.2996, -2.1476, 0.5404], [0.2579, -4.2999, 1.5855], [-0.9219, 1.9576, -0.8403], [-0.0642, 0.1325, 0.2560], [1.9557, -4.5509, 6.8354], [2.3333, -0.5858, -0.5442], [0.8858, 2.1215, -3.9811], [-1.1865, -0.2626, 2.9794], [0.9470, 0.4012, -3.9654], [1.7611, 0.7838, -1.1392], [-7.6728, -3.0100, 10.3160], [-0.7995, 1.8904, 1.0855], [-0.6049, -2.5590, 0.4891], [-1.5916, -0.1624, -1.2466], [-0.8449, -0.7036, -0.0733], [-3.9987, -2.5286, -5.2799], [0.3531, -2.0274, 0.3712], [1.4362, 5.6484, -0.8326], [-0.1868, -0.5871, 0.5367], [0.2733, -0.9060, 8.2152], [5.2346, -3.7238, 0.3566], [-0.2168, -0.2245, 1.3494], [-6.0445, 0.4735, 0.6493], [0.7664, 2.9709, -0.0979], [-1.5145, -1.2063, -1.4130], [-1.7805, -0.9015, -1.1340], [3.8530, -4.5760, -1.8553], [1.2881, 3.1766, -0.5103], [-0.7627, 0.9246, 2.2318], [4.3712, 1.2612, 0.0771], [6.4068, -4.2644, 0.9440], [0.0660, -0.2050, 0.4366], [-0.8758, -0.9767, 0.2017], [-0.2802, -1.1872, 4.6012], [-2.7684, 4.3626, 2.5392], [-0.6447, 0.9017, 0.0072], [-0.2538, 0.4673, 1.0618], [-6.6284, -1.4673, -0.5437], [-0.0254, -7.4089, -0.2812], [12.3451, 2.7316, -11.0748], [0.5338, -2.7709, 3.4940], [-2.6775, -1.9176, 0.4005], [2.5090, -1.6185, 7.7162], [-1.8342, -0.7985, -1.1021], [-3.3996, -0.5543, -9.8128], [0.9638, -0.4815, 2.4074], [-3.1216, 2.5347, 0.0043], [-1.4433, 0.6505, 0.7938], [2.8089, 3.2446, -0.7070], [-1.1029, -0.2438, -2.2820], [-0.7318, 1.4640, -1.1705], [-0.6953, 0.4538, -0.7668], [-0.8291, 0.8114, -1.8186], [-0.2337, 4.7120, -1.1792], [0.5133, 0.0738, 0.6158], [-0.1272, -1.5573, -1.5435], [2.4194, -1.0498, -3.3702], [2.6967, 2.8425, -2.5574], [3.3812, 2.5222, 1.3248], [-0.6153, 0.2640, 1.1932], [-2.9446, -2.7376, 3.2221], [-1.7938, 5.0219, -3.4956], [0.5668, -1.0626, 1.3587], [-1.1892, 0.8425, -0.0982], [0.5624, -0.2492, -0.9336], [0.6575, 2.3856, 3.9259], [-0.2904, 0.5565, 0.5673], [1.7939, 0.8408, -5.5540], [-2.3263, -1.9036, 0.3928], [-2.9543, -0.0526, -0.7143], [-0.1512, -0.1849, -3.6659], [2.1065, -1.2095, -0.8235], [-4.7473, 3.2105, -2.7210], [1.1070, 0.0219, -1.2451], [5.0139, 0.3685, 0.2500], [-1.7048, 1.0005, -0.4322], [-1.5591, 1.9032, -1.6068], [0.9592, -0.4541, -1.5541], [0.6025, 1.4298, -2.0771], [0.2679, 1.3528, -0.5081], [2.2344, 1.2775, 3.2892], [2.1561, 3.3937, 0.1327], [3.8931, -2.0112, 1.5812], [-1.1581, -1.6159, 1.3760], [1.5607, -1.4939, 5.7483], [0.8673, -0.8555, 6.7695], [-0.9554, -0.0150, -0.2190], [0.5397, -1.5243, 2.5647], [0.9211, -3.7920, 0.0166]],
  "lowdin_charge": [-0.43, 0.08, -0.01, 0.08, 0.15, 0.13, 0.13, 0.10, 0.13, -0.27, -0.10, 0.12, 0.07, -0.05, 0.03, 0.00, 0.10, -0.66, -0.06, -0.04, 0.16, -0.05, 0.01, 0.14, 0.10, -0.02, 0.11, 0.03, 0.15, 0.03, -0.32, -0.01, -0.02, 0.08, 0.14, 0.05, -0.53, 0.13, 0.08, -0.12, 0.05, -0.29, 0.09, 0.02, -0.08, -0.13, 0.11, -0.02, 0.09, 0.08, 0.02, -0.01, -0.04, 0.11, -0.31, -0.15, 0.04, -0.40, -0.42, 0.11, 0.09, -0.38, -0.16, 0.09, 0.14, 0.31, 0.09, 0.07, 0.02, 0.04, 0.10, 0.05, -0.36, -0.19, 0.05, -0.24, -0.43, 0.05, 0.14, -0.10, 0.17, 0.01, -0.01, 0.04, 0.14, 0.00, 0.02, 0.11, 0.01, 0.09, 0.05, 0.00, -0.49, 0.02, 0.08, -0.06, -0.29, 0.13, 0.04, 0.07, 0.00, 0.09, -0.04, -0.53, 0.09, 0.00, 0.12, 0.05, 0.11, 0.00, 0.08, 0.02, 0.04, 0.17, 0.08, -0.36, 0.05, -0.08, 0.09, -0.04, -0.12, 0.07, -0.07, 0.16],
  "de_lowest_ev": 1.386,
  "lumo_energy_ev": 3.7,
  "total_energy_ha": -3124.34812,
  "total_charge": -2
}